15
Properties=species:S:1:pos:R:3:nbo_charge:R:1 method="wB97M-V/def2-TZVPD" max_force_ev_per_a=2.0 gap_ev=9.891 smiles="[H]/N=C/N(C)NC" lumo_energy_ha=0.0353
C 2.060 -0.533 -0.252 -0.42
C -0.784 1.644 -0.063 -0.40
C -1.156 -0.791 -0.065 0.27
H 1.868 -1.649 -0.365 0.17
H 2.058 0.023 -1.195 0.21
H 3.009 -0.444 0.268 0.21
H 0.791 -0.356 1.410 0.34
H -1.044 1.984 0.937 0.19
H 0.052 2.222 -0.457 0.20
H -1.611 1.640 -0.698 0.22
H -0.590 -1.772 0.037 0.14
H -2.903 -1.639 -0.010 0.35
N 0.979 0.110 0.555 -0.47
N -0.295 0.276 -0.150 -0.30
N -2.433 -0.714 0.048 -0.73

---

94
Properties=species:S:1:pos:R:3:mulliken_charge:R:1 method="wB97M-V/def2-TZVPD" max_force_ev_per_a=3.8 gap_ev=5.702 charge=-1 lumo_energy_ha=0.0561
Ir 1.513 -0.872 1.072 3.17
C -4.158 2.951 3.336 -0.68
O -3.973 3.537 2.062 -0.57
C -4.238 2.685 0.998 0.64
C -5.420 2.825 0.291 -0.25
C -5.680 2.013 -0.800 -0.56
C -4.744 1.073 -1.197 -1.45
C -3.550 0.928 -0.510 0.12
C -3.294 1.723 0.605 -0.69
N -2.104 1.645 1.326 0.59
C -1.228 0.576 1.393 -0.43
N -1.838 -0.615 1.473 0.06
C -1.391 -1.939 1.440 0.86
C -0.057 -2.340 1.388 -1.33
C 0.200 -3.709 1.414 -0.77
C -0.816 -4.647 1.468 -1.01
C -2.140 -4.239 1.480 -0.55
C -2.433 -2.889 1.463 1.14
O -3.738 -2.400 1.505 -0.52
C -4.643 -2.965 0.586 -0.84
N 0.047 0.796 1.549 0.42
C 0.483 2.111 1.262 -1.45
C 0.427 2.527 -0.072 1.07
C 0.726 3.821 -0.440 -1.20
C 1.063 4.748 0.535 -0.66
C 1.137 4.353 1.855 -0.66
C 0.865 3.041 2.244 0.53
O 0.943 2.802 3.586 -0.58
C 1.403 1.533 4.001 -0.60
H -3.977 3.745 4.058 0.26
H -3.459 2.128 3.514 0.17
H -5.184 2.581 3.452 0.31
H -6.127 3.578 0.609 0.44
H -6.608 2.125 -1.343 0.40
H -4.934 0.455 -2.061 0.51
H -2.787 0.251 -0.868 0.75
H -1.737 2.537 1.635 0.46
H -2.853 -0.576 1.440 0.43
H 1.223 -4.058 1.408 0.46
H -0.586 -5.703 1.494 0.42
H -2.935 -4.969 1.519 0.30
H -4.803 -4.034 0.762 0.34
H -4.299 -2.819 -0.444 0.28
H -5.586 -2.437 0.733 0.25
H 0.145 1.794 -0.811 0.44
H 0.685 4.107 -1.481 0.30
H 1.276 5.775 0.274 0.40
H 1.398 5.052 2.633 0.48
H 1.675 1.638 5.052 0.30
H 2.286 1.246 3.423 0.29
H 0.643 0.754 3.895 0.18
Br 7.596 -0.741 5.063 -0.21
C 5.789 -0.899 4.553 0.29
C 4.808 -1.070 5.530 0.11
Br 5.279 -1.080 7.356 -0.20
C 3.483 -1.215 5.152 0.00
Br 2.110 -1.435 6.432 -0.18
C 3.076 -1.210 3.808 -0.08
O 1.872 -1.340 3.435 -0.66
C 4.102 -0.994 2.788 0.43
O 3.735 -0.934 1.573 -0.80
C 5.429 -0.845 3.215 -0.14
Br 6.722 -0.560 1.864 -0.17
C 1.793 0.820 -5.289 -1.43
C 0.796 1.420 -4.290 1.80
C -0.625 0.979 -4.632 -1.59
C 0.907 2.950 -4.325 -1.84
O 1.167 1.035 -2.980 -0.20
P 0.665 -0.290 -2.191 0.31
O -0.767 -0.223 -1.814 -0.49
O 1.691 -0.407 -1.088 -0.99
O 0.893 -1.452 -3.318 -0.05
C 1.744 -2.581 -3.198 1.88
C 1.583 -3.346 -4.521 -1.97
C 1.286 -3.449 -2.027 -1.59
C 3.207 -2.177 -3.006 -1.56
H 1.616 1.216 -6.289 0.49
H 1.688 -0.261 -5.306 0.08
H 2.807 1.067 -4.979 0.32
H -0.893 1.305 -5.637 0.49
H -1.325 1.400 -3.914 0.33
H -0.689 -0.103 -4.566 0.27
H 0.790 3.316 -5.343 0.47
H 1.883 3.246 -3.946 0.39
H 0.139 3.397 -3.697 0.33
H 0.534 -3.581 -4.688 0.37
H 2.156 -4.268 -4.490 0.41
H 1.937 -2.740 -5.353 0.42
H 0.247 -3.742 -2.163 0.34
H 1.360 -2.871 -1.108 0.00
H 1.906 -4.339 -1.943 0.59
H 3.546 -1.561 -3.837 0.29
H 3.830 -3.068 -2.950 0.51
H 3.310 -1.610 -2.087 0.25

---

18
Properties=species:S:1:pos:R:3:nbo_charge:R:1 method="wB97M-V/def2-TZVPD" max_force_ev_per_a=3.1 gap_ev="7.318 / 7.376" lumo_energy_ha="0.0064 / 0.0145"
C 1.555 -1.518 -0.253 -0.64
C 1.291 1.279 -0.283 0.74
C -0.849 0.968 1.181 0.43
C 0.787 -0.322 -0.731 0.02
N -1.851 1.229 0.289 -0.83
N -1.161 -0.055 2.055 -0.82
C -0.061 -0.355 -1.789 -0.49
N 0.529 0.730 0.594 -0.50
O 1.855 2.233 -0.713 -0.54
H -2.376 0.423 -0.069 0.37
H -1.621 1.879 -0.445 0.39
H -0.547 -0.147 2.849 0.40
H -2.137 -0.175 2.270 0.39
H 1.605 -2.289 -1.024 0.22
H 1.062 -1.939 0.628 0.22
H 2.573 -1.243 0.031 0.22
H -0.139 -1.240 -2.404 0.21
H -0.514 0.541 -2.187 0.20

---

10
Properties=species:S:1:pos:R:3:nbo_charge:R:1 method="wB97M-V/def2-TZVPD" max_force_ev_per_a=4.0 gap_ev=10.263 lumo_energy_ha=-0.0087
C 1.566 0.107 -0.208 -0.84
O -0.282 -1.709 0.059 -0.91
O -0.094 0.092 1.863 -0.91
O -0.868 0.737 -0.397 -0.82
S -2.565 0.714 0.012 0.30
S -0.080 -0.303 0.477 2.32
H 1.508 0.707 -1.095 0.25
H 2.103 0.597 0.611 0.25
H 1.839 -0.869 -0.367 0.24
H -3.126 -0.072 -0.955 0.12

---

74
Properties=species:S:1:pos:R:3:nbo_charge:R:1 method="wB97M-V/def2-TZVPD" max_force_ev_per_a=1.3 gap_ev=9.731 smiles="COCCN(C(=O)CCC(=O)Nc1cc(C)on1)[C@H](C(=O)NC1CCCC1)c1ccc(C(C)C)cc1" lumo_energy_ha=0.0245
C -3.876 -1.781 2.753 -0.25
H -3.327 -0.940 3.187 0.17
O -3.015 -2.759 2.216 -0.53
C -2.336 -2.364 1.052 -0.07
C -1.160 -1.408 1.346 -0.27
N -0.493 -0.954 0.148 -0.41
C 0.585 -1.531 -0.412 0.72
O 1.157 -1.006 -1.366 -0.69
C 1.056 -2.848 0.178 -0.50
H 0.197 -3.505 0.309 0.24
H 1.480 -2.652 1.167 0.24
C 2.101 -3.556 -0.697 -0.49
C 3.520 -3.070 -0.430 0.69
O 4.352 -3.747 0.129 -0.61
N 3.734 -1.805 -0.883 -0.64
C 4.902 -1.094 -0.773 0.32
N 4.946 0.165 -1.147 -0.20
O 6.218 0.597 -0.929 -0.28
C 6.949 -0.408 -0.414 0.34
C 6.169 -1.519 -0.288 -0.38
H 6.420 -2.487 0.085 0.26
C 8.374 -0.150 -0.098 -0.66
H 8.457 0.680 0.603 0.23
H 8.819 -1.039 0.338 0.23
H 8.916 0.120 -1.003 0.23
H 2.939 -1.312 -1.298 0.45
H 2.083 -4.625 -0.483 0.24
H 1.860 -3.399 -1.750 0.24
C -0.901 0.361 -0.380 -0.15
C -2.401 0.471 -0.482 -0.07
C -3.195 1.100 0.467 -0.15
C -4.572 1.113 0.326 -0.23
C -5.195 0.502 -0.753 -0.01
C -4.394 -0.112 -1.710 -0.18
C -3.020 -0.124 -1.578 -0.21
H -2.414 -0.611 -2.330 0.21
H -4.844 -0.589 -2.567 0.20
C -6.699 0.504 -0.875 -0.24
C -7.244 -0.926 -0.832 -0.59
H -6.883 -1.503 -1.679 0.20
H -8.331 -0.914 -0.864 0.21
H -6.932 -1.426 0.082 0.21
C -7.143 1.217 -2.153 -0.59
H -6.792 0.687 -3.035 0.20
H -8.228 1.271 -2.195 0.21
H -6.744 2.229 -2.180 0.21
H -7.109 1.051 -0.019 0.20
H -5.172 1.606 1.078 0.21
H -2.739 1.588 1.313 0.24
H -0.484 0.416 -1.392 0.25
C -0.183 1.391 0.511 0.69
O -0.597 1.730 1.604 -0.65
N 0.983 1.805 -0.007 -0.59
H 1.327 1.394 -0.863 0.41
C 1.891 2.682 0.696 -0.07
H 1.356 3.018 1.589 0.23
C 3.211 1.984 1.082 -0.42
C 4.331 2.994 0.788 -0.41
C 3.619 4.319 0.511 -0.40
H 3.400 4.835 1.448 0.19
H 4.208 4.983 -0.119 0.21
C 2.318 3.883 -0.151 -0.40
H 2.515 3.553 -1.173 0.20
H 1.562 4.666 -0.173 0.21
H 4.882 2.681 -0.098 0.22
H 5.036 3.076 1.614 0.21
H 3.197 1.685 2.130 0.21
H 3.345 1.088 0.476 0.22
H -0.455 -1.907 2.015 0.21
H -1.535 -0.521 1.860 0.24
H -1.967 -3.291 0.605 0.18
H -3.029 -1.888 0.346 0.18
H -4.562 -1.398 1.988 0.17
H -4.444 -2.279 3.537 0.19

---

68
Properties=species:S:1:pos:R:3:nbo_charge:R:1 method="wB97M-V/def2-TZVPD" max_force_ev_per_a=3.0 gap_ev="4.725 / 6.335" charge=+4 lumo_energy_ha="-0.5595 / -0.5160"
Sn -0.824 0.997 -0.212 1.23
P 1.111 -1.368 1.850 0.99
P 2.323 1.144 -0.357 1.02
P -2.384 -1.049 1.016 0.80
H -2.882 2.144 -3.902 0.27
C -3.265 1.782 -2.959 -0.49
C -2.763 2.214 -1.582 -0.47
H -1.891 2.883 -1.522 0.21
C 1.450 -2.952 1.004 -0.94
C 2.797 -1.194 2.558 -0.93
C 0.385 -2.086 3.375 -0.93
C 2.593 2.490 -1.623 -0.92
C 3.514 1.664 0.905 -0.97
C 3.195 -0.198 -1.230 -0.96
C -4.042 -0.877 0.231 -0.93
C -2.933 -0.968 2.771 -0.93
C -2.191 -2.855 0.786 -0.93
H -4.402 1.880 -3.209 0.33
H -3.633 2.482 -1.005 0.25
H 1.936 -3.635 1.704 0.28
H 2.117 -2.783 0.156 0.24
H 0.529 -3.408 0.641 0.24
H 2.963 -1.998 3.280 0.28
H 2.898 -0.238 3.078 0.25
H 3.571 -1.260 1.790 0.24
H 1.154 -2.674 3.882 0.28
H -0.461 -2.744 3.172 0.24
H 0.062 -1.290 4.052 0.26
H 3.505 3.061 -1.362 0.30
H 1.722 3.172 -1.596 0.25
H 2.699 2.070 -2.643 0.24
H 4.221 0.882 1.159 0.28
H 2.975 1.932 1.813 0.27
H 4.084 2.535 0.591 0.29
H 4.130 0.154 -1.673 0.29
H 2.563 -0.581 -2.037 0.23
H 3.415 -1.021 -0.550 0.26
H -4.733 -1.479 0.855 0.29
H -4.053 -1.262 -0.805 0.25
H -4.353 0.181 0.229 0.25
H -3.924 -1.443 2.847 0.29
H -3.023 0.083 3.086 0.26
H -2.237 -1.482 3.449 0.27
H -3.179 -3.322 0.850 0.29
H -1.538 -3.322 1.525 0.26
H -1.787 -3.042 -0.212 0.25
C -1.054 0.142 -4.033 0.03
C -1.102 -1.019 -4.980 -0.59
C 0.269 -1.578 -5.357 0.08
C 1.437 -0.809 -5.137 -0.28
C 1.357 0.475 -4.497 0.02
C 0.075 0.986 -4.058 -0.30
S -2.395 -0.011 -2.894 0.28
H -1.898 -1.627 -4.479 0.30
H -1.571 -0.597 -5.895 0.38
H 0.230 -2.550 -5.961 0.30
H 2.466 -1.139 -5.442 0.30
H 2.317 1.075 -4.467 0.28
H -0.036 1.995 -3.630 0.25
C -0.200 2.902 4.800 -0.67
C -0.081 1.705 3.857 -0.05
O -0.052 2.087 2.448 -0.79
H 0.679 3.557 4.759 0.24
H -0.278 2.558 5.839 0.27
H -1.106 3.492 4.603 0.23
H 0.837 1.112 4.016 0.18
H -0.941 1.018 3.932 0.16
H -0.365 3.005 2.397 0.50

---

20
Properties=species:S:1:pos:R:3:nbo_charge:R:1 method="wB97M-V/def2-TZVPD" max_force_ev_per_a=3.3 gap_ev=9.316 smiles="O=CC(Cl)(Cl)[C@@H](Cl)c1ccccc1" lumo_energy_ha=-0.0035
C 0.199 1.070 -2.748 -0.20
C -0.936 0.587 -2.219 -0.21
C 1.410 1.009 -2.092 -0.22
C -0.936 -0.042 -0.968 -0.16
C 1.510 0.226 -0.985 -0.17
C 0.341 -0.288 -0.417 -0.12
C -1.181 -0.550 3.103 0.37
C 0.349 -1.131 0.782 -0.16
C 0.070 -0.274 2.286 -0.10
O -2.234 -0.813 2.609 -0.48
Cl -0.769 -2.542 0.584 -0.04
Cl -0.515 1.496 1.812 -0.06
Cl 1.505 -0.105 3.244 0.05
H -0.014 1.711 -3.643 0.22
H -1.797 0.702 -2.974 0.22
H 2.224 1.448 -2.592 0.22
H -1.914 -0.377 -0.500 0.25
H 2.527 0.020 -0.411 0.22
H -1.052 -0.437 4.196 0.14
H 1.213 -1.711 0.931 0.24

---

13
Properties=species:S:1:pos:R:3:nbo_charge:R:1 method="wB97M-V/def2-TZVPD" max_force_ev_per_a=1.4 gap_ev=7.327 charge=-1 lumo_energy_ha=0.1185
C -0.842 1.405 0.104 -0.63
C 0.293 0.830 -0.796 -0.54
S 1.834 1.630 -0.429 -0.07
H -1.440 0.587 0.502 0.26
H -1.565 2.040 -0.409 0.19
H -0.385 1.899 0.954 0.20
H 0.302 -0.250 -0.710 0.27
H 0.150 1.037 -1.862 0.20
H 1.885 1.419 0.905 0.12
O -0.016 -3.772 0.968 -0.78
C -0.075 -2.640 0.453 0.63
O -0.681 -1.607 0.819 -0.81
H 0.540 -2.578 -0.499 -0.03

---

20
Properties=species:S:1:pos:R:3:nbo_charge:R:1 method="wB97M-V/def2-TZVPD" max_force_ev_per_a=5.4 gap_ev="11.110 / 4.422" charge=+1 lumo_energy_ha="-0.1256 / -0.3470" s2=0.7639 multiplicity=2
O 0.057 2.862 0.757 -0.46
C -0.623 2.123 0.042 0.49
N 0.106 1.176 -0.583 -0.41
C -0.253 0.082 -1.445 -0.27
C -0.027 -1.282 -0.926 -0.42
C -0.969 -1.825 0.215 -0.26
N -0.256 -1.753 1.473 -0.59
H -1.641 2.296 -0.331 0.18
H 1.045 1.028 -0.244 0.39
H -1.297 0.363 -1.858 0.23
H 0.408 0.348 -2.368 0.31
H 1.062 -1.139 -0.563 0.23
H -0.015 -2.158 -1.712 0.29
H -1.436 -2.887 0.120 0.26
H -1.836 -1.250 0.093 0.22
H -0.727 -1.150 2.195 0.40
H -0.147 -2.606 1.952 0.40
H 1.765 2.485 1.368 0.48
H 2.197 1.228 0.720 0.40
O 2.586 2.060 1.092 -0.88

---

22
Properties=species:S:1:pos:R:3:nbo_charge:R:1 method="wB97M-V/def2-TZVPD" max_force_ev_per_a=1.9 gap_ev="5.442 / 7.006" lumo_energy_ha="-0.0051 / -0.0145" s2=15.7560 multiplicity=8
O -1.761 0.838 -0.182 -0.80
O -0.700 2.095 1.352 -0.51
C -0.040 1.840 2.591 -0.10
C -0.491 0.424 2.920 -0.10
O -0.755 -0.128 1.618 -0.65
C -0.861 0.929 0.676 0.85
H 1.048 1.894 2.444 0.18
H -0.366 2.585 3.323 0.21
H -1.422 0.398 3.497 0.20
H 0.280 -0.173 3.418 0.19
O 1.278 -0.571 -0.227 -0.87
O -0.854 0.356 -3.508 -1.02
C 0.297 -0.360 -3.309 -0.06
C 1.414 0.481 -2.683 -0.12
O 0.905 1.187 -1.517 -0.53
C 0.793 0.572 -0.352 0.62
H 0.134 -1.246 -2.651 0.10
H 0.739 -0.777 -4.243 0.14
H 1.732 1.282 -3.361 0.20
H 2.276 -0.134 -2.394 0.18
Li -1.397 1.250 -2.039 0.93
Sm 0.417 -2.360 1.064 0.96

---

46
Properties=species:S:1:pos:R:3:nbo_charge:R:1 method="wB97M-V/def2-TZVPD" max_force_ev_per_a=0.6 gap_ev="5.854 / 5.843" charge=+1 lumo_energy_ha="-0.1971 / -0.1975"
Tc -0.766 0.388 0.190 0.81
C -0.715 4.030 2.226 -0.68
C -0.359 2.582 2.091 0.46
O -1.136 1.912 1.252 -0.60
C 0.655 2.002 2.774 -0.38
C 0.994 0.620 2.717 0.36
C 1.981 0.069 3.694 -0.67
N 0.435 -0.164 1.829 -0.36
N 0.754 -1.500 1.904 -0.34
C 0.101 -2.157 1.014 0.54
O -0.792 -1.522 0.245 -0.60
C 0.249 -3.603 0.823 -0.09
C 1.249 -4.294 1.508 -0.17
C 1.376 -5.660 1.339 -0.21
C 0.512 -6.341 0.489 -0.17
C -0.479 -5.653 -0.196 -0.21
C -0.612 -4.284 -0.032 -0.18
H -1.618 4.249 1.663 0.24
H 0.099 4.652 1.850 0.25
H -0.878 4.289 3.272 0.25
H 1.211 2.620 3.463 0.24
H 2.469 0.873 4.238 0.23
H 2.720 -0.545 3.183 0.26
H 1.467 -0.582 4.402 0.26
H 1.914 -3.754 2.168 0.23
H 2.150 -6.199 1.869 0.23
H 0.614 -7.410 0.361 0.23
H -1.151 -6.184 -0.856 0.22
H -1.379 -3.740 -0.563 0.23
S -4.328 -2.390 -1.727 -0.42
As -4.757 -1.871 -3.618 0.73
S -1.662 -0.559 -2.854 0.08
S -2.430 0.476 -1.272 0.16
S -3.112 -0.417 -4.278 -0.23
S 0.907 0.939 -1.049 0.35
C 0.575 2.318 -2.094 -0.25
C -0.504 3.183 -1.931 -0.16
C -0.663 4.240 -2.815 -0.22
C 0.247 4.438 -3.842 -0.17
C 1.336 3.585 -3.987 -0.19
C 1.506 2.527 -3.115 -0.20
H -1.198 3.058 -1.111 0.21
H -1.498 4.916 -2.691 0.23
H 0.116 5.265 -4.526 0.23
H 2.050 3.744 -4.783 0.23
H 2.347 1.854 -3.225 0.23

---

14
Properties=species:S:1:pos:R:3:nbo_charge:R:1 method="wB97M-V/def2-TZVPD" max_force_ev_per_a=0.7 gap_ev=9.191 lumo_energy_ha=0.0244
C 0.289 1.432 0.715 -0.69
C 0.154 -0.018 0.346 0.15
N -0.019 -0.971 1.179 -0.08
O -0.071 -0.501 2.475 -0.57
C 0.275 -0.411 -1.093 -0.05
C -0.253 -1.693 -1.615 -0.17
O -0.874 -0.011 -1.916 -0.59
H 1.228 1.608 1.252 0.24
H 0.277 2.057 -0.183 0.22
H -0.523 1.741 1.380 0.24
H -0.214 -1.309 2.984 0.48
H 1.136 0.084 -1.555 0.18
H 0.269 -1.842 -2.578 0.12
H -1.675 -0.168 -1.390 0.51